(1)
This record from the Open Molecules 2025 dataset describes a 10-piece molecular cluster, C41H62NO19 overall. The level of theory is wB97M-V/def2-TZVPD.

The geometry in XYZ format:
```
123
Properties=species:S:1:pos:R:3
C 1.162 -0.697 -1.276
N 1.430 -0.602 0.144
C 0.328 -1.309 0.864
C 2.793 -1.288 0.525
C 1.648 0.802 0.486
C 1.585 1.149 2.083
O 1.495 2.512 2.017
H 1.161 -1.693 -1.637
H 2.161 -0.285 -1.864
H 0.162 -0.199 -1.687
H 0.556 -1.454 1.943
H -0.019 -2.296 0.509
H -0.518 -0.807 0.780
H 2.723 -2.202 0.163
H 3.071 -1.288 1.563
H 3.550 -0.679 -0.002
H 0.711 1.078 0.155
H 2.450 1.229 0.007
H 2.393 0.839 2.406
H 0.781 0.553 2.536
H 1.550 2.678 3.008
C 1.475 -3.300 -6.434
C 0.290 -2.834 -5.544
C -1.054 -3.516 -5.801
O -2.030 -3.236 -5.138
C -1.213 -4.272 -6.981
C -0.052 -4.664 -7.839
C 1.339 -4.124 -7.568
O 2.230 -4.592 -8.317
O -0.188 -5.152 -9.113
O 0.463 -2.076 -4.499
H 2.508 -2.803 -6.262
H -2.165 -4.668 -7.267
H -1.077 -5.483 -9.151
H -0.338 -1.769 -4.047
C 2.165 -4.643 -2.708
C 2.305 -5.383 -4.061
C 1.213 -6.244 -4.569
O 1.375 -6.979 -5.544
C -0.014 -6.111 -3.869
C -0.199 -5.553 -2.426
C 0.989 -4.851 -1.800
O 0.815 -4.328 -0.724
O -1.329 -5.689 -1.714
O 3.582 -5.334 -4.725
H 3.052 -3.927 -2.414
H -1.014 -6.447 -4.360
H -1.856 -6.052 -2.248
H 3.553 -6.011 -5.382
C -2.106 1.286 4.355
C -2.094 -0.044 3.681
C -3.152 -0.368 2.688
O -3.056 -1.422 2.013
C -4.197 0.484 2.611
C -4.240 1.840 3.149
C -3.204 2.161 4.190
O -3.163 3.312 4.541
O -5.350 2.627 3.064
O -1.120 -0.980 3.953
H -1.282 1.482 5.007
H -4.937 0.189 2.097
H -5.248 3.397 3.423
H -1.377 -1.968 3.604
C -1.509 4.204 1.748
C -2.167 3.140 0.914
O -1.599 2.022 0.687
C -3.255 3.509 -0.034
H -1.280 3.619 2.600
H -1.824 5.239 2.027
H -0.408 4.671 1.318
H -3.608 2.589 -0.443
H -2.874 4.227 -0.716
H -4.128 3.876 0.674
C -1.068 -5.764 4.183
C -1.290 -4.726 3.105
O -1.662 -3.623 3.299
C -1.285 -5.223 1.603
H -1.040 -5.324 5.184
H 0.081 -6.278 4.003
H -1.933 -6.568 4.095
H -1.371 -4.431 0.873
H -2.099 -6.087 1.524
H -0.535 -5.990 1.486
C 2.285 5.226 7.265
C 1.132 4.393 6.640
O 1.288 3.587 5.827
C -0.246 4.698 7.253
H 2.363 4.721 8.347
H 1.941 6.404 7.423
H 3.084 4.894 6.697
H -0.845 5.459 6.788
H -0.304 5.353 8.338
H -0.822 3.846 7.099
C 0.786 3.531 -2.087
C 1.945 2.986 -2.813
O 1.872 1.703 -3.128
C 3.117 3.723 -3.161
H 0.880 3.928 -1.150
H -0.109 2.928 -2.242
H 0.572 4.306 -2.774
H 3.895 3.173 -3.447
H 3.376 4.079 -2.211
H 3.081 4.877 -3.666
C -2.611 -2.590 -1.634
C -2.706 -1.236 -2.139
O -1.979 -1.009 -3.120
C -3.499 -0.140 -1.378
H -3.646 -2.858 -1.180
H -1.798 -2.681 -0.888
H -2.642 -3.389 -2.336
H -3.469 0.817 -2.109
H -3.026 -0.064 -0.436
H -4.505 -0.280 -1.784
C 3.946 7.850 0.588
C 3.503 6.452 0.938
O 3.623 5.545 0.121
C 2.737 6.198 2.250
H 4.719 8.171 1.362
H 3.111 8.440 0.499
H 4.431 7.691 -0.438
H 1.770 6.588 2.522
H 3.427 6.531 3.177
H 2.722 5.084 2.281
```

Its energy above the lowest of the compared OMol25 structures with the same formula, charge and spin is 3.705 eV. Its multiplicity is 1. The total energy comes out at -83888.7319 eV. The net charge is +1. Its HOMO energy is -0.3841 Eh.

=====

(2)
This record from the Open Molecules 2025 dataset describes a 2-piece molecular cluster, C6H6ClN3S overall. The level of theory is wB97M-V/def2-TZVPD.

The geometry in XYZ format:
```
17
Properties=species:S:1:pos:R:3
C 0.814 -1.615 -0.876
C -0.130 -1.897 -1.860
C 0.712 -0.448 -0.156
C -1.159 -0.991 -2.056
C -0.371 0.413 -0.439
C -0.288 1.556 2.329
N -1.295 0.119 -1.358
N -0.562 2.794 2.559
N -0.381 1.620 0.156
S 0.070 0.157 2.931
Cl -1.723 2.624 -0.195
H 1.640 -2.288 -0.702
H -0.059 -2.785 -2.469
H 1.452 -0.161 0.570
H -1.915 -1.149 -2.814
H -0.847 3.366 1.764
H -0.566 3.176 3.498
```

Its energy above the lowest of the compared OMol25 structures with the same formula, charge and spin is 1.321 eV. Its multiplicity is 1. The total energy comes out at -34144.4891 eV. Its HOMO energy (spin up / spin down) is -0.2826 / -0.2827 Eh.

=====

(3)
This record from the Open Molecules 2025 dataset describes a 2-piece molecular cluster, C37H52N5O5P2 overall. The level of theory is wB97M-V/def2-TZVPD.

The geometry in XYZ format:
```
101
Properties=species:S:1:pos:R:3
C -2.559 5.093 -2.122
C -2.034 4.577 -0.721
C -3.142 4.634 0.432
C -2.795 5.940 1.249
N -3.117 3.373 1.275
C -3.397 2.240 0.629
N -3.357 0.920 1.200
C -2.819 0.093 0.046
C -2.481 -1.421 0.288
C -0.944 -1.603 -0.050
C 0.047 -0.962 0.832
C 1.471 -1.014 0.617
C 1.947 -1.749 -0.571
C 3.494 -1.746 -0.800
C 0.992 -2.406 -1.432
C -0.450 -2.341 -1.193
C -3.671 0.605 -1.165
C -3.030 0.604 -2.603
C -2.653 -0.827 -3.162
C -3.337 -1.216 -4.529
C -3.467 -2.788 -4.720
C -4.383 -3.480 -3.635
N -3.646 -4.665 -3.058
P -5.209 -0.494 -1.121
C -6.192 -0.446 -2.716
C -6.279 -0.239 0.393
N -3.778 2.046 -0.702
C -5.033 2.680 -1.175
N -6.023 2.913 -0.092
P -2.729 3.456 2.972
O -1.302 3.851 3.079
O -2.885 2.042 3.784
O -3.720 4.498 3.795
H -2.411 4.249 -2.855
H -3.638 5.384 -2.118
H -1.926 5.930 -2.501
H -1.577 3.567 -0.833
H -1.193 5.263 -0.426
H -4.167 4.823 0.012
H -2.774 6.767 0.482
H -1.785 5.931 1.718
H -3.613 6.243 1.958
H -2.566 0.757 1.841
H -1.830 0.614 -0.133
H -3.015 -2.144 -0.366
H -2.580 -1.640 1.384
H -0.378 -0.407 1.707
H 2.170 -0.493 1.311
H 3.868 -2.673 -1.298
H 3.701 -0.868 -1.477
H 4.016 -1.538 0.163
H 1.373 -2.965 -2.314
H -1.170 -2.847 -1.872
H -2.103 1.236 -2.614
H -3.749 1.065 -3.339
H -2.823 -1.666 -2.450
H -1.545 -0.803 -3.361
H -2.642 -0.879 -5.348
H -4.315 -0.703 -4.719
H -2.453 -3.273 -4.667
H -3.918 -2.979 -5.725
H -4.588 -2.809 -2.751
H -5.337 -3.896 -4.049
H -4.300 -5.442 -2.918
H -3.318 -4.428 -2.120
H -7.236 -0.111 -2.454
H -5.807 0.293 -3.472
H -6.287 -1.458 -3.176
H -7.303 0.075 0.027
H -5.946 0.562 1.089
H -6.427 -1.234 0.875
H -4.753 3.713 -1.535
H -5.477 2.190 -2.075
H -6.919 2.482 -0.308
H -6.111 3.915 0.065
H -1.988 1.810 4.103
H -4.560 4.615 3.308
C 9.757 -0.891 -0.652
C 11.030 -0.870 -0.090
C 11.214 -1.259 1.229
C 10.124 -1.660 1.995
C 8.844 -1.657 1.438
C 8.666 -1.283 0.109
C 7.664 -2.035 2.257
O 6.548 -2.036 1.771
C 7.869 -2.401 3.680
C 6.768 -2.702 4.477
C 6.950 -3.059 5.805
C 8.233 -3.125 6.341
C 9.332 -2.821 5.553
C 9.154 -2.449 4.224
C 10.335 -2.091 3.399
O 11.455 -2.145 3.867
H 9.616 -0.596 -1.685
H 11.880 -0.552 -0.682
H 12.208 -1.247 1.661
H 7.676 -1.292 -0.331
H 5.767 -2.656 4.064
H 6.091 -3.288 6.425
H 8.374 -3.411 7.377
H 10.329 -2.869 5.975
```

Its multiplicity is 1. The total energy comes out at -75471.9299 eV. The net charge is +1. Its HOMO energy is -0.3882 Eh.

=====

(4)
This record from the Open Molecules 2025 dataset describes a 3-piece molecular cluster, C15H22F2N2O7P overall. The level of theory is wB97M-V/def2-TZVPD.

The geometry in XYZ format:
```
49
Properties=species:S:1:pos:R:3
C -3.879 1.208 -0.259
C -2.439 1.254 -1.051
C -1.460 -0.056 -0.715
C -0.593 -0.325 -2.105
C -0.515 0.418 0.560
C -1.295 0.769 1.960
C -0.394 1.290 3.227
N 1.134 1.460 3.159
P 1.896 2.093 4.678
N 1.537 3.858 4.645
O 1.053 1.313 6.027
C 1.920 1.105 1.899
C 1.118 0.564 0.535
H -4.650 1.843 -0.898
H -3.780 1.798 0.773
H -4.329 0.133 -0.123
H -2.656 1.226 -2.202
H -1.801 2.211 -0.736
H -2.065 -1.015 -0.419
H -1.404 -0.657 -2.914
H -0.161 0.725 -2.452
H 0.244 -1.141 -1.983
H -2.454 0.659 2.076
H -0.966 1.557 4.232
H 2.369 4.429 4.931
H 1.285 4.084 3.640
H 0.599 2.001 6.600
H 3.100 1.219 1.857
H 1.713 0.287 -0.440
C 5.454 -2.249 2.368
C 5.952 -0.845 2.333
O 5.529 -0.376 1.073
C 4.396 -1.080 0.795
O 3.592 -0.770 -0.069
O 4.265 -2.172 1.608
F 7.303 -0.811 2.368
H 6.143 -2.955 1.891
H 5.249 -2.593 3.385
H 5.542 -0.204 3.121
C -3.873 -2.558 -6.128
C -2.957 -2.524 -4.952
O -3.059 -1.195 -4.493
C -4.315 -0.797 -4.838
O -4.873 0.186 -4.376
O -4.879 -1.636 -5.759
F -1.678 -2.747 -5.331
H -3.390 -2.218 -7.051
H -4.295 -3.552 -6.298
H -3.234 -3.214 -4.148
```

Its multiplicity is 1. The total energy comes out at -47933.9469 eV. The net charge is +1. Its HOMO energy is -0.4555 Eh.

=====

(5)
This record from the Open Molecules 2025 dataset describes a 15-piece molecular cluster, C3H37NO14S overall. The level of theory is wB97M-V/def2-TZVPD.

The geometry in XYZ format:
```
56
Properties=species:S:1:pos:R:3
C 1.073 2.091 0.596
N 0.310 0.867 0.915
C -0.670 0.533 -0.203
C -1.896 -0.186 0.206
S -3.195 -0.129 -1.074
H 0.488 2.934 0.827
H 1.175 2.247 -0.465
H 1.939 2.066 1.216
H 0.900 0.044 0.722
H -0.898 1.572 -0.685
H -0.060 0.035 -0.961
H -1.614 -1.223 0.530
H -2.457 0.270 1.096
H -3.451 -1.370 -1.166
H 2.918 -1.315 0.819
H 4.270 -0.637 0.577
O 3.581 -0.730 1.205
H -0.677 0.951 3.321
H -0.831 2.224 4.124
O -1.321 1.312 3.964
H 0.931 -3.359 1.002
H 0.927 -2.038 0.225
O 1.253 -2.944 0.155
H -1.438 1.246 -3.982
H -0.440 2.372 -4.454
O -1.340 1.956 -4.625
H 0.668 -0.899 -4.154
H 0.209 0.115 -3.105
O 0.317 -0.871 -3.220
H -1.705 3.960 -2.000
H -1.416 3.364 -0.622
O -1.047 3.427 -1.509
H 1.925 -0.815 2.737
H 3.231 -1.180 3.314
O 2.288 -1.343 3.439
H 2.634 -1.946 -1.383
H 1.580 -1.025 -2.201
O 2.335 -1.052 -1.603
H 3.445 1.111 -0.234
H 3.348 0.252 -1.463
O 3.476 1.170 -1.164
H -1.006 -3.823 2.696
H -0.192 -2.638 3.337
O -0.405 -3.183 2.435
H -0.806 -1.307 5.210
H 0.660 -2.082 4.895
O -0.383 -2.137 4.814
H 1.460 1.798 -2.201
H -0.053 2.184 -2.429
O 0.683 1.591 -2.667
H -2.481 2.878 1.686
H -3.447 3.738 0.975
O -2.646 3.207 0.821
H -0.574 -2.336 -2.058
H -0.140 -3.346 -1.077
O -0.681 -3.238 -1.729
```

Its energy above the lowest of the compared OMol25 structures with the same formula, charge and spin is 0.957 eV. Its multiplicity is 1. The total energy comes out at -44700.8685 eV. Its HOMO energy is -0.3299 Eh.

=====

(6)
This record from the Open Molecules 2025 dataset describes C12H17ClN2O4S as an isolated structure. The level of theory is wB97M-V/def2-TZVPD.

The geometry in XYZ format:
```
37
Properties=species:S:1:pos:R:3
C 1.326 -0.508 -3.890
C 0.878 -0.068 -2.482
C 1.146 1.105 -1.868
C 0.909 1.381 -0.685
C 0.209 0.502 -0.099
C 0.026 -0.844 -0.505
C 0.471 -1.159 -1.807
O -0.173 -2.356 -2.421
C -0.562 -3.450 -1.600
C 0.591 -3.690 -0.519
O 1.703 -3.642 -0.537
N 0.017 -4.549 0.544
H -0.891 -4.409 0.578
H 0.752 -4.658 1.411
H -0.706 -4.241 -2.304
H -1.305 -3.218 -1.059
H -0.473 -1.408 0.149
S -0.042 0.674 1.802
O 0.915 1.055 2.623
O -0.820 -0.508 2.335
N -1.206 1.952 1.791
H -0.544 2.705 1.759
C -2.492 1.814 1.464
C -3.252 2.744 2.240
H -4.716 2.587 1.856
H -3.339 2.687 3.262
H -3.048 3.971 1.826
C -2.686 2.109 -0.026
H -1.853 1.407 -0.718
H -2.143 3.219 -0.332
H -3.706 2.049 -0.416
H -2.871 0.834 1.460
Cl 1.347 2.838 0.064
H 1.813 1.810 -2.704
H 1.900 -1.453 -4.029
H 1.761 0.173 -4.247
H 0.203 -0.725 -4.598
```

Its energy above the lowest of the compared OMol25 structures with the same formula, charge and spin is 0.000 eV. Its multiplicity is 1. The total energy comes out at -47235.0778 eV. Its HOMO energy is -0.3435 Eh.

=====

| no. | molecular weight (g/mol) |
| --- | --- |
| 1 | 872.935 |
| 2 | 187.655 |
| 3 | 708.801 |
| 4 | 411.318 |
| 5 | 343.389 |
| 6 | 320.798 |